Record 1
Below is a molecular structure, C13H17IN5O5S2Tm at a distorted geometry, with properties calculated with ωB97M-V/def2-TZVPD.

```
44
Properties=species:S:1:pos:R:3:mulliken_charge:R:1
Tm 0.2188 -0.1826 0.4128 1.168
O 1.7502 -0.2554 -1.2901 -0.263
C 1.7534 -1.3181 -2.2859 -0.445
C 1.5408 -2.6654 -1.5801 -0.775
N 0.2673 -2.6754 -0.7547 0.425
C 0.2730 -3.6152 0.3467 -0.876
C 0.4647 -2.9271 1.7787 0.569
O 0.4139 -1.6197 1.9167 -0.739
O 0.6718 -3.7119 2.6638 -0.692
C -0.9926 -2.6719 -1.4797 -0.594
C -1.5425 -1.2734 -1.6850 0.475
O -1.8621 -0.7859 -2.7665 -0.745
O -1.6003 -0.6225 -0.5040 -0.494
H 2.6238 0.0174 -0.9568 0.114
H 2.7278 -1.3486 -2.8563 0.472
H 0.9982 -1.1299 -3.1521 0.190
H 2.3894 -2.8070 -0.8844 0.411
H 1.4458 -3.4706 -2.3136 0.391
H 1.1525 -4.2180 0.3446 0.397
H -0.6443 -4.2268 0.3710 0.436
H -1.7684 -3.0822 -0.7687 0.363
H -0.9346 -3.2461 -2.4013 0.304
N -1.3303 0.0157 3.7219 -0.280
C -1.3776 1.2494 3.1834 0.538
N -0.9703 1.4026 1.9486 0.103
C -1.0312 2.7391 1.5709 0.098
C -1.4683 3.6156 2.5930 -0.659
S -1.9194 2.7530 4.0002 -0.222
C -0.8044 3.0590 0.1894 -0.107
C -1.0129 4.2786 -0.4671 -0.405
S -0.8661 4.2283 -2.1184 -0.231
C -0.4468 2.4799 -1.9387 0.375
N -0.4622 2.0345 -0.7134 0.184
N -0.2610 1.7091 -3.0675 -0.430
H -0.9535 -0.7181 3.1128 0.111
H -1.7406 -0.1076 4.6070 0.168
H -1.3623 4.6921 2.5380 0.369
H -1.2022 5.2139 0.0260 0.358
H -0.6781 2.1837 -3.8876 0.326
H -0.7962 0.7933 -2.8495 0.071
I 3.9327 0.8819 1.3458 -0.031
C 1.9733 1.4112 1.2492 -1.022
H 1.7893 2.2565 0.5186 0.332
H 1.6415 1.6644 2.2822 0.259
```

- Spin multiplicity: 3
- Calculated total energy: -3334.9707 Ha
- HOMO energy (spin up / spin down): -7.03 / -7.03 eV
- Relative energy (zero: lowest compared OMol25 entry of this formula, charge and spin): 20.0 kcal per mole
- Lowest unoccupied orbital energy (spin up / spin down): 0.002 / 0.002 hartree


Record 2
Below is a molecular structure, C17H18N2O2RuS5Te, with properties calculated with ωB97M-V/def2-TZVPD.

```
46
Properties=species:S:1:pos:R:3:mulliken_charge:R:1
Ru 0.8680 -0.0571 -1.4126 0.162
S 4.5330 -2.5435 -7.1642 -0.138
C 3.7130 -1.9728 -5.8763 0.098
S 4.3374 -2.0156 -4.2396 -0.028
C 2.9796 -1.2657 -3.4686 0.342
C 1.9244 -0.9008 -4.3027 0.076
S 0.5450 -0.1370 -3.6982 -0.240
S 2.1170 -1.2608 -5.9900 -0.022
S 2.9294 -1.0060 -1.7936 -0.307
O 0.1625 1.5872 5.3024 -0.489
C 1.2965 0.8608 4.8898 -0.576
C 1.2195 0.6263 3.4103 0.453
C 2.2203 -0.0861 2.7526 -1.040
C 2.1215 -0.2822 1.3940 -0.304
N 1.1000 0.1836 0.6656 -0.043
C 0.1240 0.8776 1.2892 -0.050
C 0.1625 1.1101 2.6592 -0.422
C -0.9664 1.3568 0.4252 0.351
C -2.0620 2.0637 0.8986 -0.296
C -3.0460 2.4944 0.0199 0.850
C -4.2322 3.2638 0.5498 -0.839
O -4.8042 2.6300 1.6768 -0.495
C -2.8969 2.1898 -1.3261 -0.982
C -1.7858 1.4775 -1.7357 -0.365
N -0.8410 1.0635 -0.8908 0.042
H 0.2131 1.7501 6.2488 0.316
H 1.3567 -0.1116 5.3930 0.338
H 2.2239 1.4037 5.1070 0.351
H 3.0721 -0.4843 3.2877 0.468
H 2.8825 -0.8305 0.8557 0.411
H -0.6161 1.6662 3.1569 0.643
H -2.1718 2.2779 1.9519 0.407
H -4.9615 3.4321 -0.2465 0.386
H -3.8941 4.2415 0.8971 0.294
H -5.3309 1.8771 1.3889 0.319
H -3.6310 2.4984 -2.0580 0.404
H -1.6428 1.2254 -2.7781 0.372
C 0.4920 -3.6253 -2.2800 -0.900
Te -0.6616 -2.1365 -1.2919 0.572
C -0.3167 -2.8796 0.6740 -1.025
H 1.3624 -3.8614 -1.6737 0.314
H 0.8085 -3.2061 -3.2321 0.222
H -0.1172 -4.5102 -2.4440 0.379
H -0.9484 -3.7469 0.8471 0.419
H -0.5710 -2.0927 1.3814 0.266
H 0.7326 -3.1445 0.7798 0.305
```

- Total charge: +1
- Spin multiplicity: 2
- Calculated total energy: -3272.2830 Ha
- HOMO energy (spin up / spin down): -10.03 / -10.55 eV
- Relative energy (zero: lowest compared OMol25 entry of this formula, charge and spin): 0.6 kcal per mole
- Lowest unoccupied orbital energy (spin up / spin down): -0.132 / -0.181 hartree


Record 3
Below is a gas-phase ion, C2H4O2 (charge +1), with properties calculated with ωB97M-V/def2-TZVPD.

```
8
Properties=species:S:1:pos:R:3:mulliken_charge:R:1
O 1.3877 -0.2403 0.8855 -0.088
C 0.3018 -0.3409 0.2683 0.776
O -0.2846 -1.4686 0.1731 -0.286
C -0.2972 0.8566 -0.3847 -0.803
H 0.1819 -2.2020 0.6234 0.400
H -0.7860 1.4181 0.4127 0.315
H -0.9899 0.5072 -1.1452 0.319
H 0.4862 1.4698 -0.8332 0.367
```

- Total charge: +1
- Spin multiplicity: 2
- Calculated total energy: -228.7193 Ha
- HOMO energy (spin up / spin down): -20.14 / -19.92 eV
- Relative energy (zero: lowest compared OMol25 entry of this formula, charge and spin): 0.0 kcal per mole
- Lowest unoccupied orbital energy (spin up / spin down): -0.196 / -0.378 hartree


Record 4
Below is 2 unconnected molecules or ions with the total composition C3H3NO2 at a distorted geometry, with properties calculated with ωB97M-V/def2-TZVPD.

```
9
Properties=species:S:1:pos:R:3:mulliken_charge:R:1
C 0.8921 1.1514 -0.2299 0.590
C 1.4035 -1.4818 -0.6615 0.110
C -1.4011 0.1029 0.2553 -0.730
N -0.0268 0.3673 -0.1794 -0.255
O 1.9007 -1.8398 0.3085 -0.188
O 1.9179 1.6234 -0.3616 -0.410
H -1.7400 -0.4456 -0.7227 0.257
H -1.8140 1.0158 0.4443 0.350
H -1.1324 -0.4934 1.1470 0.275
```

- Calculated total energy: -321.3007 Ha
- HOMO energy: -10.32 eV
- Relative energy (zero: lowest compared OMol25 entry of this formula, charge and spin): 48.3 kcal per mole
- Lowest unoccupied orbital energy: 0.024 hartree


Record 5
Below is C11H11NO2 in the gas phase at a distorted geometry, with properties calculated with ωB97M-V/def2-TZVPD.

```
25
Properties=species:S:1:pos:R:3:mulliken_charge:R:1
O 1.1209 -1.1394 3.0066 -0.502
C 1.0633 -0.4832 1.7757 0.846
C -0.0159 0.1087 1.2287 0.357
C -1.1851 0.0302 2.0753 -1.047
C -2.3865 0.5103 1.6110 -0.590
C -2.4139 1.0982 0.2519 -0.402
C -1.3400 1.2820 -0.5537 -1.054
C -0.0077 0.8712 -0.1060 0.789
C 0.7535 -0.0768 -1.1239 0.648
C 2.1707 -0.1338 -1.0141 -0.513
N 2.8810 -0.2529 0.0600 -0.519
O 2.3784 -0.4511 1.3136 -0.306
C 0.2452 -0.3201 -2.5199 -0.742
C 0.1680 -1.4345 -1.5131 -0.747
H 2.0530 -1.3506 3.2077 0.363
H -1.1957 -0.1094 3.1513 0.310
H -3.3407 0.4925 2.1055 0.404
H -3.3537 1.5263 -0.0657 0.375
H -1.5717 1.9480 -1.4083 0.384
H 0.6331 1.7749 -0.2592 0.336
H 2.7979 0.0674 -1.8863 0.392
H 1.0088 -0.2443 -3.4124 0.189
H -0.6351 0.0470 -2.9562 0.334
H -0.7930 -1.6837 -1.2618 0.333
H 0.9655 -2.0768 -1.7067 0.362
```

- Calculated total energy: -630.8004 Ha
- HOMO energy: -7.52 eV
- Relative energy (zero: lowest compared OMol25 entry of this formula, charge and spin): 157.0 kcal per mole
- Lowest unoccupied orbital energy: 0.022 hartree


Record 6
Below is a molecular structure, C19H34N5O4PV at a distorted geometry, with properties calculated with ωB97M-V/def2-TZVPD.

```
64
Properties=species:S:1:pos:R:3:mulliken_charge:R:1
V 0.5867 -0.7000 0.0122 0.326
C 2.7802 -1.5792 1.8152 -0.747
C 2.6588 -2.6794 0.7537 -0.545
O 2.1451 -2.0340 -0.3952 -0.055
C 2.0103 -2.7869 -1.5862 -0.736
C 0.5872 -3.3361 -1.7640 -0.683
O -0.3633 -2.2940 -1.5003 -0.330
C -1.5831 -2.7585 -0.9406 -0.653
C -1.4244 -3.1727 0.5296 -0.649
O -0.6554 -2.1700 1.1691 -0.108
C -0.2140 -2.5019 2.4739 -0.723
C 0.6612 -1.3416 2.9691 -0.776
O 1.5709 -0.8506 1.9957 -0.240
H 3.5071 -0.8400 1.4574 0.273
H 3.1305 -1.9922 2.7671 0.542
H 2.0038 -3.4956 1.0869 0.205
H 3.6573 -3.0904 0.5520 0.519
H 2.7236 -3.6165 -1.6181 0.595
H 2.2385 -2.0897 -2.4009 0.312
H 0.4189 -4.1766 -1.0837 0.347
H 0.4596 -3.6868 -2.7975 0.513
H -1.9797 -3.5967 -1.5253 0.482
H -2.2740 -1.9134 -1.0058 0.109
H -0.9215 -4.1466 0.6146 0.384
H -2.4170 -3.2630 0.9909 0.426
H 0.3455 -3.4499 2.4638 0.421
H -1.0718 -2.6248 3.1499 0.492
H 1.1954 -1.6470 3.8768 0.510
H 0.0220 -0.4838 3.2040 0.162
C -3.5623 2.4596 1.3673 -0.902
N -2.2326 2.9586 1.6684 0.197
C -1.8515 3.9559 0.6830 -0.933
N -1.8857 3.4101 -0.6616 0.196
C -3.2148 2.8935 -0.9394 -0.933
N -3.6166 1.8892 0.0319 0.216
C -2.8633 0.6741 -0.0808 -1.424
P -1.0205 0.9320 0.2293 3.245
C -1.2657 1.9155 1.8270 -1.442
C -0.8547 2.4429 -0.8883 -1.349
H -4.2682 3.2915 1.4194 0.301
H -3.8466 1.7024 2.1018 0.372
H -0.8459 4.3173 0.9047 0.387
H -2.5611 4.7845 0.7405 0.305
H -3.2341 2.4604 -1.9413 0.377
H -3.9254 3.7206 -0.8961 0.313
H -2.9885 0.2751 -1.0958 0.462
H -3.2433 -0.0568 0.6449 0.417
H -0.3056 2.3505 2.1307 0.433
H -1.6081 1.2255 2.6089 0.415
H -0.8930 2.1132 -1.9331 0.419
H 0.1226 2.9068 -0.7079 0.364
N 1.1150 0.0043 -2.9787 -0.182
C 1.8071 0.8501 -2.1697 0.610
C 2.6378 1.8446 -2.7111 -1.017
C 3.3245 2.6894 -1.8714 -0.503
C 3.1773 2.5257 -0.4916 -1.039
C 2.3715 1.5117 -0.0350 -0.447
N 1.6978 0.6755 -0.8421 0.511
H 1.0973 0.2053 -3.9659 0.269
H 0.3436 -0.5278 -2.5971 0.095
H 2.7146 1.9348 -3.7824 0.470
H 3.9617 3.4645 -2.2648 0.463
H 3.6885 3.1706 0.2033 0.524
H 2.2297 1.3469 1.0286 0.438
```

- Total charge: +2
- Spin multiplicity: 2
- Calculated total energy: -2603.9342 Ha
- HOMO energy (spin up / spin down): -13.05 / -12.87 eV
- Relative energy (zero: lowest compared OMol25 entry of this formula, charge and spin): 0.0 kcal per mole
- Lowest unoccupied orbital energy (spin up / spin down): -0.205 / -0.206 hartree